# C3H9N3O

The molecule C3H9N3O (ωB97M-V/def2-TZVPD, the Open Molecules 2025 dataset).

Values from the calculation:
Lowest unoccupied orbital energy (spin up / spin down) = 0.788 / 0.788 eV
Net charge = 0
DFT total energy = -9768.8692 eV
SMILES = C/C(=N\O)N(C)N
Relative energy (zero: lowest compared OMol25 entry of this formula, charge and spin) = 153.8 kcal/mol
Largest force on an atom = 3.22 eV Å⁻¹

Cartesian coordinates (Å):
C 0.9829 1.6301 -0.7047
C 0.5160 0.3533 -0.0792
N 1.3085 -0.6748 -0.0542
O 2.0506 -0.9100 1.1362
N -0.7774 0.1320 0.1920
C -0.9070 -1.5555 0.7370
N -1.7094 0.8419 -0.5764
H 0.9232 1.5621 -1.7913
H 2.0192 1.7865 -0.4140
H 0.3426 2.4555 -0.4023
H 2.8188 -1.4114 0.8384
H -1.1867 -2.1349 -0.1401
H -0.1153 -1.9953 1.3285
H -1.7595 -1.3849 1.3911
H -1.9504 0.3427 -1.4314
H -2.5561 0.9628 -0.0296

***

# C3H9N3O

The molecule C3H9N3O (ωB97M-V/def2-TZVPD, the Open Molecules 2025 dataset).

Values from the calculation:
Lowest unoccupied orbital energy = 0.853 eV
Net charge = 0
DFT total energy = -9775.1568 eV
SMILES = NCNC(=O)CN
Relative energy (zero: lowest compared OMol25 entry of this formula, charge and spin) = 8.8 kcal/mol
Largest force on an atom = 0.82 eV Å⁻¹

Cartesian coordinates (Å):
N -0.6685 2.1913 1.3742
C -1.3627 1.2043 0.5597
N -0.5169 0.0697 0.2805
C 0.6069 0.1512 -0.4491
O 1.1447 1.2010 -0.7675
C 1.1932 -1.1808 -0.8807
N 0.5110 -2.3521 -0.3217
H 0.2662 2.2946 0.9967
H -1.1355 3.0829 1.2395
H -1.6914 1.6214 -0.3973
H -2.2149 0.8176 1.1082
H -0.8696 -0.8542 0.4692
H 2.2426 -1.1888 -0.5942
H 1.2004 -1.2307 -1.9623
H 1.0788 -2.8173 0.3685
H 0.2157 -3.0102 -1.0238

***

# C3H9N3O

The molecule C3H9N3O (ωB97M-V/def2-TZVPD, the Open Molecules 2025 dataset).

Values from the calculation:
Lowest unoccupied orbital energy = 0.846 eV
Net charge = 0
DFT total energy = -9774.1284 eV
SMILES = NCNCC(N)=O
Relative energy (zero: lowest compared OMol25 entry of this formula, charge and spin) = 32.5 kcal/mol
Largest force on an atom = 3.45 eV Å⁻¹

Cartesian coordinates (Å):
N 1.8236 0.3278 1.0784
C 0.5411 -0.3277 1.4123
N -0.6246 0.4526 0.9233
C -0.5195 0.9120 -0.4713
C -0.3627 -0.3059 -1.4602
N -1.5021 -1.0343 -1.5113
O 0.6786 -0.3749 -2.0750
H 2.5841 -0.3340 1.1628
H 1.9007 0.8595 0.2390
H 0.5151 -1.3461 1.0028
H 0.6312 -0.4126 2.4974
H -0.6545 1.3436 1.4150
H -1.4303 1.3603 -0.8207
H 0.3272 1.5797 -0.6206
H -1.5062 -2.0451 -1.4898
H -2.4019 -0.6551 -1.2821